2 unconnected molecules or ions with the total composition C11H17N4 at a distorted geometry. Source: OMol25; level of theory: wB97M-V/def2-TZVPD.

Element x y z (Å)
C1 -3.119 -0.361 1.210
C2 -1.998 -0.973 0.434
C3 -1.710 -2.303 0.420
C4 -1.167 -0.317 -0.532
C5 -0.440 -1.302 -1.159
C6 -1.215 1.047 -0.960
C7 0.380 -1.007 -2.256
C8 -0.389 1.323 -2.042
C9 0.376 0.338 -2.694
N1 -0.581 -2.505 -0.415
H1 -3.263 0.688 1.427
H2 -3.204 -0.845 2.196
H3 -2.372 -3.015 0.879
H4 0.014 -3.302 -0.505
H5 -1.787 1.769 -0.369
H6 1.037 -1.772 -2.657
H7 -0.406 2.314 -2.440
H8 0.967 0.588 -3.567
H9 -4.105 -0.610 0.796
C10 3.063 1.694 -0.018
C11 1.228 0.513 1.211
N2 1.904 1.598 0.847
N3 1.796 -0.700 1.116
N4 0.140 0.648 1.992
H10 1.563 2.497 1.148
H11 2.788 -0.783 1.008
H12 1.164 -1.462 1.364
H13 -0.648 1.233 1.708
H14 -0.253 -0.171 2.459
H15 2.911 2.377 -0.854
H16 3.463 0.726 -0.351
H17 3.865 2.074 0.607

Summary:
lowest unoccupied orbital energy (spin up / spin down): 0.25 / 0.15 eV
multiplicity: 2
total charge: 0
ΔE to the lowest compared entry with this formula, charge and spin: 127.01 kJ/mol
HOMO (spin up / spin down): -2.64 / -6.49 eV
HOMO-LUMO gap (spin up / spin down): 0.1065 / 0.2440 Ha